[1]
{"formula": "C24H46Cl2DyN3O7SSi", "method": "wB97M-V/def2-TZVPD", "e_homo_ev": [-8.25, -8.26], "e_lumo_ev": [0.5, 0.5], "relative_energy_kcal_mol": 8.8, "homo_lumo_gap_ev": [8.726, 8.733], "largest_force_ev_per_a": 1.704, "spin_multiplicity": 6, "elements": ["C", "C", "H", "H", "H", "C", "C", "H", "H", "H", "H", "Dy", "Cl", "C", "O", "N", "C", "C", "H", "H", "H", "H", "H", "H", "H", "H", "H", "C", "C", "N", "H", "C", "O", "H", "H", "H", "H", "H", "H", "C", "C", "N", "H", "C", "O", "H", "H", "H", "H", "O", "C", "C", "C", "H", "C", "H", "C", "H", "C", "C", "H", "H", "H", "Si", "Cl", "C", "C", "C", "H", "H", "H", "H", "H", "H", "H", "H", "H", "C", "S", "O", "O", "O", "H", "H", "H"], "coordinates": [[-1.3659, -0.5881, -3.8417], [-0.8903, -1.8102, -3.1197], [-1.1727, -0.6477, -4.9185], [-0.8643, 0.3076, -3.4396], [-2.4528, -0.4603, -3.6907], [-0.3356, -2.8821, -3.7091], [-0.1241, -3.0457, -5.1733], [-0.0669, -3.7547, -3.1133], [-0.1608, -2.1038, -5.7372], [-0.8707, -3.7286, -5.6059], [0.8568, -3.5051, -5.3541], [0.5064, 0.5306, 0.5600], [1.1825, 2.5170, -0.7836], [-0.0088, -2.2085, 2.0987], [0.8443, -1.3181, 1.8597], [0.1536, -3.1513, 3.0176], [1.4736, -3.3398, 3.6014], [-0.9173, -4.0752, 3.3659], [-0.9490, -2.2465, 1.5316], [2.0554, -2.4286, 3.4383], [1.9812, -4.1988, 3.1379], [1.3537, -3.5494, 4.6678], [-1.8837, -3.5843, 3.1938], [-0.8066, -4.3476, 4.4209], [-0.8620, -4.9878, 2.7547], [0.9128, 3.1596, 5.8377], [-0.8057, 4.6575, 5.2114], [1.3599, 3.1843, 4.8389], [-0.5235, 4.6745, 4.1503], [0.3275, 3.5216, 3.8646], [1.7764, 2.2108, 4.5734], [0.2908, 2.8850, 2.6979], [1.0294, 1.9030, 2.4207], [-1.4192, 4.6153, 3.5190], [-0.4514, 3.2614, 1.9670], [2.1543, 3.9435, 4.8440], [-0.0011, 5.6221, 3.9402], [1.4216, -0.4044, -3.0341], [2.5180, -3.1083, -2.9126], [2.4714, -0.2120, -2.7570], [3.3864, -2.5204, -2.5774], [2.9595, -1.2973, -1.9065], [2.5268, 0.7488, -2.2301], [3.0833, -1.1675, -0.5784], [2.6516, -0.1905, 0.0725], [3.9759, -3.1192, -1.8725], [3.6116, -2.0066, -0.0928], [3.0847, -0.1919, -3.6681], [3.9975, -2.2649, -3.4510], [-0.2206, -0.7322, -1.1143], [-1.0506, -1.7078, -1.6085], [0.4056, -3.5918, -0.7098], [-0.8683, -3.0522, -0.8931], [1.2752, -2.9904, -1.0230], [0.5490, -4.8859, -0.1961], [-2.1010, -1.4067, -1.4332], [-1.9940, -3.7490, -0.4436], [1.5515, -5.3107, -0.0812], [-0.5855, -5.6289, 0.1445], [-1.8542, -5.0509, 0.0395], [-2.9709, -3.2667, -0.5280], [-0.4777, -6.6627, 0.4851], [-2.7434, -5.6151, 0.3250], [-0.2346, 5.2318, -2.0514], [-0.7205, 3.5073, -3.1587], [1.6038, 5.4709, -1.6478], [-1.2974, 5.1542, -0.5026], [-0.6841, 6.6905, -3.1641], [2.1141, 4.5387, -1.3598], [1.6809, 6.1651, -0.7966], [2.1475, 5.9132, -2.4956], [0.0409, 6.8107, -3.9825], [-0.6797, 7.6221, -2.5796], [-1.6796, 6.5745, -3.6135], [-1.1648, 4.2081, 0.0386], [-2.3578, 5.2503, -0.7689], [-1.0448, 5.9830, 0.1732], [-3.7149, 1.1242, 2.8096], [-2.2383, 0.1844, 2.4760], [-1.3731, 0.2732, 3.6421], [-2.6921, -1.1582, 2.1005], [-1.6301, 0.9023, 1.2778], [-3.4592, 1.9989, 3.4166], [-4.4076, 0.4784, 3.3568], [-4.1384, 1.4299, 1.8482]], "forces_ev_per_angstrom": [[0.02, 0.25, -0.18], [0.40, -0.76, 0.04], [-0.13, 0.13, 0.27], [-0.23, -0.24, -0.08], [0.38, 0.00, -0.03], [-0.55, 0.52, 0.25], [0.23, -0.14, -0.59], [-0.07, 0.26, -0.03], [0.01, -0.32, 0.19], [0.15, 0.14, 0.05], [-0.13, 0.07, -0.09], [-0.68, -0.81, -1.34], [0.16, 0.26, 0.07], [-0.07, 0.16, -0.19], [-0.26, -1.13, 0.45], [0.43, 0.20, -0.20], [-0.13, -0.08, 0.18], [-0.04, -0.15, -0.32], [0.25, 0.01, 0.46], [-0.09, -0.27, 0.14], [-0.11, 0.20, 0.05], [0.16, 0.14, -0.08], [0.26, -0.15, 0.09], [-0.14, 0.14, -0.17], [-0.01, 0.21, 0.22], [0.06, -0.13, -0.16], [-0.02, -0.05, -0.35], [-0.06, 0.02, 0.07], [0.08, -0.03, -0.30], [0.26, 0.18, 0.01], [-0.07, 0.21, 0.14], [0.51, -1.06, -0.25], [-0.88, 1.33, 0.41], [0.20, 0.09, 0.25], [0.21, -0.14, 0.38], [-0.15, -0.16, -0.10], [-0.13, -0.29, 0.10], [0.40, 0.13, 0.15], [0.20, 0.22, 0.07], [-0.50, 0.02, -0.15], [-0.04, 0.00, 0.17], [0.54, 0.04, 0.51], [-0.01, -0.38, -0.12], [-0.57, 0.70, -0.48], [0.91, -1.06, -0.54], [-0.11, 0.04, -0.25], [-0.20, 0.21, -0.01], [-0.08, 0.04, 0.27], [-0.06, -0.09, 0.22], [0.89, 0.81, 1.07], [-0.37, -0.25, 0.40], [0.09, -0.18, -0.07], [-0.21, 0.37, -0.19], [-0.58, -0.44, 0.27], [0.03, 0.30, -0.03], [-0.03, -0.13, -0.01], [0.36, -0.20, -0.32], [-0.38, 0.05, -0.04], [0.00, -0.01, -0.02], [0.03, 0.06, 0.04], [0.24, -0.26, 0.04], [-0.05, 0.37, -0.05], [0.27, 0.10, -0.01], [0.43, 0.11, -0.17], [0.04, 0.51, -0.09], [0.08, -0.25, -0.11], [-0.09, 0.11, 0.01], [-0.24, -0.03, 0.07], [-0.27, 0.62, -0.18], [-0.06, -0.07, -0.20], [-0.24, -0.03, 0.16], [-0.15, -0.14, 0.25], [0.01, -0.16, -0.10], [0.20, 0.04, 0.13], [0.04, 0.20, -0.27], [0.17, -0.04, 0.04], [-0.03, -0.11, -0.11], [-0.01, 0.12, 0.00], [-0.28, -0.16, -0.58], [-0.32, -0.09, -0.44], [0.25, 0.96, 0.33], [-0.29, -0.48, 1.05], [0.00, -0.18, -0.19], [0.17, 0.13, -0.12], [0.02, -0.12, 0.24]], "lowdin_charge": [-0.038, -0.238, 0.065, 0.067, 0.096, -0.122, -0.101, 0.098, 0.062, 0.080, 0.067, 1.376, 0.068, -0.294, -0.156, -0.141, -0.016, -0.017, 0.111, 0.092, 0.096, 0.089, 0.098, 0.091, 0.076, 0.093, 0.092, -0.016, -0.030, -0.163, 0.093, -0.293, -0.169, 0.093, 0.125, 0.100, 0.097, 0.082, 0.082, -0.018, -0.039, -0.159, 0.041, -0.274, -0.173, 0.092, 0.153, 0.096, 0.093, -0.354, -0.396, -0.057, -0.189, 0.097, -0.078, 0.144, -0.026, 0.103, -0.116, -0.088, 0.123, 0.102, 0.105, 0.116, 0.256, -0.252, -0.223, -0.230, -0.071, 0.031, 0.027, 0.029, 0.029, 0.023, -0.011, 0.032, 0.030, -0.137, 0.444, -0.326, -0.343, -0.499, 0.060, 0.067, 0.069]}

[2]
{"formula": "C24H46Cl2N3O5PtSi", "method": "wB97M-V/def2-TZVPD", "e_homo_ev": [-3.55, -4.59], "e_lumo_ev": [2.6, 2.6], "relative_energy_kcal_mol": 8.3, "homo_lumo_gap_ev": [6.156, 7.181], "largest_force_ev_per_a": 2.628, "charge": -1, "spin_multiplicity": 3, "elements": ["C", "C", "H", "H", "H", "C", "C", "H", "H", "H", "H", "Pt", "Cl", "C", "O", "N", "C", "C", "H", "H", "H", "H", "H", "H", "H", "H", "H", "C", "C", "N", "H", "C", "O", "H", "H", "H", "H", "H", "H", "C", "C", "N", "H", "C", "O", "H", "H", "H", "H", "O", "C", "C", "C", "H", "C", "H", "C", "H", "C", "C", "H", "H", "H", "Si", "Cl", "C", "C", "C", "H", "H", "H", "H", "H", "H", "H", "H", "H", "C", "O", "H", "H", "H"], "coordinates": [[3.1752, -2.2910, -5.6056], [2.6808, -1.4968, -6.7613], [2.7161, -3.2858, -5.6039], [2.9741, -1.8010, -4.6540], [4.2613, -2.4369, -5.6681], [2.7437, -2.0055, -7.9993], [3.1810, -3.3956, -8.3389], [2.5323, -1.3888, -8.8885], [2.6813, -4.1584, -7.7175], [4.2723, -3.5145, -8.2242], [2.9524, -3.5994, -9.3933], [2.4085, 0.7817, -3.7106], [2.5750, 3.0666, -4.0693], [0.1932, 3.2454, -1.6592], [-0.2336, 2.1268, -1.3364], [-0.5361, 4.1816, -2.2906], [-1.9373, 3.9327, -2.5593], [0.0485, 5.3856, -2.8562], [1.2381, 3.5376, -1.4369], [-2.3209, 3.2175, -1.8324], [-2.0758, 3.5207, -3.5672], [-2.4947, 4.8724, -2.5089], [0.8392, 5.7672, -2.2067], [-0.7253, 6.1466, -2.9766], [0.4852, 5.1980, -3.8430], [-3.8352, 0.5132, 1.2640], [-2.2314, 2.1589, 2.1611], [-3.0808, -0.2619, 1.0839], [-1.5591, 1.2948, 2.2508], [-1.7748, 0.3773, 1.1381], [-3.2557, -0.7287, 0.1126], [-0.7291, -0.1352, 0.4430], [-0.7778, -1.1444, -0.2693], [-0.5183, 1.6388, 2.2324], [0.1843, 0.4902, 0.5689], [-3.1810, -1.0095, 1.8903], [-1.7831, 0.8012, 3.2121], [-0.2385, -4.2472, -0.7541], [-0.9215, -3.6642, -3.4819], [-1.2021, -4.7820, -0.8690], [-1.8685, -4.1563, -3.1844], [-2.0966, -4.0386, -1.7524], [-1.6947, -4.8706, 0.1128], [-2.9099, -3.0655, -1.2544], [-3.4812, -2.2044, -1.9162], [-2.7046, -3.6907, -3.7229], [-3.0154, -3.1401, -0.1398], [-1.0226, -5.7787, -1.3003], [-1.7883, -5.2185, -3.4409], [1.7432, 0.4368, -5.4629], [2.4792, 0.0250, -6.5815], [0.7528, 0.1189, -8.5105], [1.7523, 0.7126, -7.7332], [0.4025, -0.8824, -8.2543], [0.2408, 0.7969, -9.6334], [3.4886, 0.4758, -6.4714], [2.1370, 2.0228, -7.9787], [-0.5144, 0.3082, -10.2600], [0.7234, 2.0732, -9.9529], [1.6647, 2.6971, -9.1037], [2.7955, 2.5099, -7.2467], [0.3900, 2.5749, -10.8540], [2.0482, 3.6848, -9.3446], [-0.7459, -0.1985, -4.8046], [0.3432, -1.7730, -4.0320], [-1.3853, -1.2708, -6.2355], [-0.7890, 1.6054, -5.5750], [-1.7767, 0.2238, -3.3138], [-1.5018, -0.7623, -7.2022], [-2.3845, -1.5908, -5.8991], [-0.7998, -2.1867, -6.4199], [-1.3190, 0.0247, -2.3339], [-2.6601, -0.3889, -3.4647], [-2.0738, 1.2694, -3.2494], [-0.8271, 1.5551, -6.6781], [0.0471, 2.2564, -5.2678], [-1.7383, 2.0688, -5.2392], [2.5025, -0.2102, -1.0499], [2.5322, 0.9425, -1.8385], [3.5220, -0.6454, -1.0561], [1.7520, -0.9805, -1.3380], [2.2735, 0.1363, -0.0297]], "forces_ev_per_angstrom": [[0.05, -0.30, 0.45], [0.53, 0.94, -1.06], [0.05, 0.11, 0.17], [-0.08, -0.06, -0.03], [-0.05, 0.02, -0.11], [-0.11, 0.33, -0.30], [0.05, -0.40, -0.10], [0.08, -0.23, 0.75], [0.25, 0.21, -0.20], [-0.28, -0.05, 0.09], [0.03, -0.12, 0.26], [0.42, -1.27, 1.18], [0.22, 1.76, -0.29], [0.19, -1.58, 0.44], [0.20, 1.58, -0.09], [-0.43, 0.49, 0.09], [0.00, -0.13, -0.39], [0.29, -0.18, -0.16], [-0.29, 0.00, -0.22], [0.03, 0.03, -0.07], [-0.03, 0.00, 0.15], [0.07, -0.06, 0.13], [-0.05, -0.03, -0.05], [0.03, -0.04, 0.21], [0.00, -0.07, 0.09], [0.03, -0.15, -0.12], [0.19, -0.10, -0.01], [0.04, 0.15, 0.29], [-0.09, -0.10, -0.43], [-0.24, -0.19, 0.31], [0.15, 0.10, 0.10], [0.30, -0.74, -0.64], [0.00, 1.25, 1.03], [-0.28, -0.04, 0.08], [-0.32, -0.47, -0.16], [0.00, 0.06, -0.24], [0.20, 0.08, -0.22], [-0.38, -0.31, -0.01], [-0.69, -0.27, 0.15], [-0.20, 0.46, -0.07], [0.39, 0.23, -0.08], [-0.23, 0.03, 0.15], [0.35, -0.08, -0.29], [0.11, 0.36, -0.26], [0.16, -0.99, 0.62], [0.32, -0.13, 0.19], [0.11, 0.10, -0.57], [-0.08, 0.28, 0.25], [-0.17, 0.07, 0.01], [-0.86, -0.74, -1.54], [-0.45, -0.15, 0.19], [0.02, 0.40, -0.35], [0.37, -0.39, -0.26], [0.15, 0.37, -0.21], [0.24, 0.07, 0.44], [-0.22, -0.26, -0.40], [-0.01, 0.47, -0.30], [0.28, 0.25, 0.23], [0.45, -0.17, 0.60], [-0.49, -0.50, -0.24], [-0.11, -0.18, -0.48], [-0.05, 0.01, 0.06], [-0.17, -0.05, 0.07], [-0.41, 2.25, -1.29], [1.18, -0.51, 0.90], [-0.71, -0.18, -0.22], [0.31, -0.31, -0.17], [-0.09, -0.22, 0.54], [-0.11, 0.10, 0.40], [0.03, -0.12, -0.24], [-0.13, 0.42, 0.25], [-0.17, -0.43, -0.49], [-0.46, -0.19, 0.54], [0.01, -0.09, -0.39], [0.26, 0.07, 0.38], [-0.32, -0.27, -0.11], [0.35, -0.32, -0.10], [0.50, -0.09, 0.44], [-0.25, 0.23, 0.59], [-0.41, -0.21, 0.17], [0.37, 0.57, -0.04], [0.06, -0.38, 0.01]], "lowdin_charge": [-0.098, -0.234, 0.074, 0.003, 0.089, -0.138, -0.112, 0.104, 0.072, 0.077, 0.063, 0.896, -0.142, -0.341, -0.029, -0.182, -0.053, -0.077, 0.119, 0.084, 0.073, 0.080, 0.085, 0.075, 0.059, 0.085, 0.084, -0.046, -0.065, -0.189, 0.067, -0.328, -0.009, 0.087, 0.115, 0.091, 0.084, 0.095, 0.002, -0.061, -0.070, -0.193, 0.082, -0.351, -0.014, 0.090, 0.129, 0.081, 0.079, -0.583, -0.358, -0.077, -0.182, 0.096, -0.087, 0.142, -0.034, 0.097, -0.108, -0.081, 0.108, 0.084, 0.092, 0.217, 0.454, -0.236, -0.178, -0.211, 0.009, 0.022, 0.012, 0.011, 0.018, -0.004, 0.014, -0.007, 0.009, -0.264, -0.545, 0.069, 0.054, 0.059]}

Q: What is the formula in the second record?
A: C24H46Cl2N3O5PtSi